(1)
# C11H15N2

A gas-phase ion, C11H15N2 (charge +1) (ωB97M-V/def2-TZVPD, OMol25).

## Properties
HOMO-LUMO gap ... 8.2 eV

The geometry in ORCA input format:
```
! wB97M-V def2-TZVPD RIJCOSX def2/J DEFGRID3
* xyz 1 1
C -2.76577 0.98221 -0.30527
C -1.79066 0.12961 -0.11102
C -1.51456 -0.55554 1.14666
C -0.88720 -0.18971 -1.23096
C -1.53738 -0.44275 -2.46071
C -0.80243 -1.06868 -3.45424
C 0.53749 -1.40852 -3.18546
N 1.16563 -0.98108 -2.11242
C 0.50332 -0.32981 -1.13236
N 1.19813 0.13390 0.01575
C 0.88364 1.47433 0.35600
C 1.98610 -0.68477 0.64961
C 2.52559 -0.36221 2.02360
H -2.96043 1.42812 -1.26628
H -3.33618 1.33948 0.58741
H -1.90239 0.10151 1.95769
H -0.41646 -0.85986 1.22357
H -2.10177 -1.59891 1.33803
H -2.51613 -0.06150 -2.63219
H -1.12737 -1.14059 -4.51549
H 1.21364 -1.81530 -3.98963
H 1.20117 1.71077 1.28035
H -0.15561 1.71058 0.13550
H 1.49249 2.03997 -0.33088
H 2.20902 -1.60765 0.10677
H 2.51441 -1.32812 2.42277
H 1.64797 0.19923 2.56368
H 3.48658 -0.00435 2.03192
*
```

(2)
# C11H15N2

A gas-phase ion, C11H15N2 (charge +1) (ωB97M-V/def2-TZVPD, OMol25).

## Properties
HOMO-LUMO gap ... 9.9 eV

The geometry in ORCA input format:
```
! wB97M-V def2-TZVPD RIJCOSX def2/J DEFGRID3
* xyz 1 1
C -2.84403 1.16398 -0.61150
C -2.28924 -0.12175 -0.16188
C -2.78923 -0.48620 1.22551
N -0.81197 -0.08911 -0.26439
C 0.11150 1.45124 -0.35438
C 1.49171 0.83228 -0.19747
C 2.62224 1.53108 0.09333
C 3.76058 0.76402 0.30944
C 3.72404 -0.60748 0.30189
C 2.55809 -1.28583 -0.00298
C 1.43204 -0.55256 -0.24462
C 0.06730 -1.02290 -0.26604
N -0.29038 -2.31434 -0.39249
H -3.88813 1.09149 -0.40769
H -2.47006 2.08674 0.03336
H -2.73593 1.27073 -1.64619
H -2.60031 -0.85634 -0.79201
H -3.71487 -1.06122 1.12460
H -2.89525 0.38944 1.92475
H -2.05013 -0.97153 1.71815
H -0.05545 2.12110 0.40760
H -0.21166 1.76409 -1.32480
H 2.81150 2.66437 0.01533
H 4.73950 1.22716 0.41172
H 4.75029 -1.08445 0.27464
H 2.58097 -2.35358 -0.18346
H 0.25332 -3.12934 -0.40816
H -1.25644 -2.42110 -0.58228
*
```

(3)
# C11H15N2O13P2Pd

A molecular structure, C11H15N2O13P2Pd (ωB97M-V/def2-TZVPD, OMol25).

## Properties
HOMO-LUMO gap (alpha / beta) ... 6.7 / 7.2 eV
Expectation value of S² ... 2.005

The geometry in ORCA input format:
```
! wB97M-V def2-TZVPD RIJCOSX def2/J DEFGRID3
* xyz -1 3
Pd -0.33893 0.04273 1.19495
C 0.06471 4.21896 2.94044
C -0.77822 3.20788 2.17277
O -2.04884 3.77153 1.84484
P -1.13128 1.76442 3.26510
O 0.19493 1.27354 3.96628
O -1.87167 2.46351 4.50908
O -2.00654 0.72391 2.64890
P 0.04182 2.66759 0.60042
O 0.51768 4.11406 0.01997
O 1.24061 1.83962 0.96926
O -1.00688 2.12202 -0.32494
H -0.44288 4.51611 3.85902
H 0.22076 5.09578 2.31364
H 1.03247 3.78657 3.19128
H -2.35738 3.27378 1.07030
H 0.62833 0.50404 3.53806
H -2.74357 2.06311 4.61962
H 0.41492 4.10414 -0.93958
O 1.42811 -3.34583 3.94796
C 1.05529 -2.43164 3.27959
O 1.30618 -1.28674 2.96589
C -0.63525 -3.04127 2.25348
O -0.81125 -4.19413 2.50270
O -1.08463 -2.11110 1.61617
O -2.69874 -3.21514 -4.81669
C -1.41153 -2.77885 -5.21105
N -0.76048 -2.40053 -3.98275
C 0.49746 -1.90996 -4.01103
O 1.11215 -1.80650 -5.06388
C 1.10325 -1.51999 -2.69823
C 2.48378 -1.45588 -2.59199
C 3.04878 -1.11535 -1.37835
C 2.21181 -0.85349 -0.30331
N 0.88468 -0.89661 -0.40793
C 0.34367 -1.20569 -1.58258
H -3.19709 -3.44751 -5.60326
H -1.45786 -1.91927 -5.88503
H -0.84737 -3.57424 -5.70664
H -1.26120 -2.55723 -3.12437
H 3.08484 -1.67372 -3.46554
H 4.12067 -1.04720 -1.25589
H 2.59371 -0.59937 0.67661
H -0.73901 -1.16605 -1.61333
*
```

(4)
# C11H15N3O4

A single C11H15N3O4 molecule (ωB97M-V/def2-TZVPD, OMol25).

## Properties
HOMO-LUMO gap ... 9.9 eV

The geometry in ORCA input format:
```
! wB97M-V def2-TZVPD RIJCOSX def2/J DEFGRID3
* xyz 0 1
C -4.18780 -2.57906 0.66427
N -3.81884 -1.64782 -0.36962
C -3.41166 -0.38964 -0.10186
O -3.37138 0.11609 0.99193
O -3.09432 0.24739 -1.25791
C -2.51156 1.52531 -1.08415
C -1.20912 1.45747 -0.32377
C -0.70787 2.57647 0.33375
C 0.48121 2.44885 1.02802
C 1.12210 1.22050 1.04821
C 0.54933 0.16869 0.34730
C 1.16690 -1.20526 0.30498
O 2.53352 -1.22704 0.68658
C 3.39776 -0.69637 -0.21989
O 3.07973 -0.26062 -1.29588
N 4.65400 -0.73112 0.27457
C 5.79654 -0.29519 -0.48684
N -0.58691 0.29158 -0.32260
H -5.19684 -2.96060 0.49648
H -4.15766 -2.04130 1.61029
H -3.48957 -3.41806 0.70486
H -3.75454 -1.96560 -1.32255
H -2.34274 1.90226 -2.09668
H -3.20764 2.18804 -0.55579
H -1.24176 3.51344 0.30481
H 0.90074 3.29229 1.55722
H 2.04247 1.07914 1.59292
H 1.04903 -1.60563 -0.70760
H 0.65797 -1.86259 1.01535
H 4.79503 -1.16022 1.17443
H 6.46740 -1.12999 -0.70109
H 6.34650 0.47674 0.05434
H 5.42388 0.11577 -1.42344
*
```

Let's list energy above the lowest of the compared OMol25 structures with the same formula, charge and spin in order: 206.80; 41.84; 32.84; 77.36 kJ/mol.